Entry 1:
ORCA calculation (ωB97M-V/def2-TZVPD) on C62H90N6O2P2ScSi as an isolated structure at a distorted geometry.

Element x y z (Å)
Sc (0.387, -0.352, -0.850)
C (3.750, -2.256, -1.693)
C (2.582, -2.745, -0.848)
N (2.046, -1.649, 0.009)
C (1.973, -2.065, 1.442)
C (3.382, -2.059, 2.063)
N (3.975, -0.806, 1.653)
C (5.399, -0.570, 1.804)
C (5.886, 0.447, 0.754)
C (4.896, 1.587, 0.444)
N (3.834, 1.229, -0.518)
C (4.306, 1.179, -1.900)
C (3.180, 0.950, -2.900)
N (2.451, -0.323, -2.700)
C (3.311, -1.506, -2.944)
H (4.342, -3.117, -2.016)
H (4.394, -1.628, -1.070)
H (2.904, -3.571, -0.214)
H (1.791, -3.133, -1.491)
H (2.806, -0.941, 0.030)
H (1.496, -3.041, 1.520)
H (1.359, -1.343, 1.985)
H (3.991, -2.870, 1.655)
H (3.312, -2.216, 3.145)
H (3.436, -0.028, 2.015)
H (5.919, -1.518, 1.651)
H (5.662, -0.226, 2.814)
H (6.118, -0.077, -0.175)
H (6.822, 0.886, 1.108)
H (5.464, 2.451, 0.076)
H (4.408, 1.905, 1.370)
H (3.117, 1.947, -0.461)
H (5.029, 0.366, -1.998)
H (4.833, 2.101, -2.182)
H (3.618, 0.982, -3.902)
H (2.460, 1.768, -2.826)
H (1.750, -0.364, -3.434)
H (4.201, -1.204, -3.504)
H (2.754, -2.187, -3.581)
C (0.297, 2.972, -2.331)
Si (0.233, 2.323, -0.509)
C (1.469, 3.481, 0.403)
C (1.856, 4.653, -0.260)
C (2.827, 5.506, 0.244)
C (3.465, 5.181, 1.430)
C (3.083, 4.041, 2.122)
C (2.068, 3.206, 1.649)
P (1.484, 1.756, 2.616)
C (2.634, 1.728, 4.096)
C (2.714, 2.924, 5.081)
C (2.133, 2.587, 6.453)
C (2.916, 1.445, 7.119)
C (3.371, 0.395, 6.084)
C (2.452, 0.406, 4.863)
C (-0.193, 2.363, 3.184)
C (-0.298, 3.783, 3.741)
C (-1.769, 4.153, 3.960)
C (-2.432, 3.171, 4.923)
C (-2.314, 1.743, 4.393)
C (-0.852, 1.365, 4.144)
C (-1.493, 2.998, 0.022)
C (-1.657, 4.359, 0.304)
C (-2.902, 4.902, 0.581)
C (-4.025, 4.083, 0.609)
C (-3.884, 2.728, 0.358)
C (-2.632, 2.183, 0.054)
P (-2.449, 0.384, -0.236)
C (-3.290, 0.151, -1.885)
C (-2.360, 0.813, -2.920)
C (-2.774, 0.483, -4.352)
C (-4.228, 0.879, -4.601)
C (-5.154, 0.286, -3.541)
C (-4.707, 0.675, -2.126)
C (-3.433, -0.366, 1.174)
C (-2.563, -1.413, 1.935)
C (-3.039, -2.841, 1.674)
C (-4.459, -3.035, 2.223)
C (-5.312, -1.766, 2.030)
C (-4.811, -0.949, 0.837)
H (-0.371, 3.823, -2.483)
H (-0.006, 2.194, -3.042)
H (1.305, 3.287, -2.617)
H (1.397, 4.906, -1.209)
H (3.096, 6.404, -0.301)
H (4.244, 5.819, 1.831)
H (3.593, 3.820, 3.050)
H (3.610, 1.645, 3.599)
H (2.233, 3.810, 4.676)
H (3.768, 3.186, 5.225)
H (1.080, 2.314, 6.354)
H (2.160, 3.476, 7.086)
H (2.291, 0.975, 7.881)
H (3.788, 1.853, 7.634)
H (3.390, -0.598, 6.535)
H (4.390, 0.614, 5.751)
H (1.416, 0.272, 5.188)
H (2.686, -0.436, 4.209)
H (-0.771, 2.337, 2.251)
H (0.177, 4.499, 3.065)
H (0.206, 3.844, 4.709)
H (-2.296, 4.138, 3.001)
H (-1.836, 5.170, 4.355)
H (-3.483, 3.432, 5.067)
H (-1.945, 3.237, 5.903)
H (-2.861, 1.679, 3.449)
H (-2.769, 1.039, 5.094)
H (-0.786, 0.348, 3.742)
H (-0.328, 1.376, 5.103)
H (-0.789, 5.010, 0.319)
H (-2.996, 5.962, 0.786)
H (-5.002, 4.495, 0.835)
H (-4.761, 2.090, 0.400)
H (-3.287, -0.936, -2.047)
H (-1.327, 0.494, -2.767)
H (-2.390, 1.897, -2.769)
H (-2.645, -0.588, -4.526)
H (-2.118, 1.000, -5.057)
H (-4.537, 0.558, -5.597)
H (-4.312, 1.971, -4.572)
H (-5.157, -0.808, -3.622)
H (-6.178, 0.624, -3.709)
H (-5.415, 0.274, -1.406)
H (-4.713, 1.764, -2.030)
H (-3.582, 0.482, 1.837)
H (-2.620, -1.220, 3.010)
H (-1.514, -1.320, 1.651)
H (-2.357, -3.556, 2.138)
H (-3.011, -3.034, 0.598)
H (-4.408, -3.281, 3.286)
H (-4.930, -3.885, 1.725)
H (-5.255, -1.133, 2.922)
H (-6.360, -2.031, 1.895)
H (-5.518, -0.147, 0.624)
H (-4.761, -1.590, -0.049)
O (-1.071, -2.110, -0.580)
C (-0.961, -2.419, -1.789)
N (-1.596, -3.409, -2.441)
C (-0.946, -3.628, -3.741)
C (-0.046, -2.358, -3.797)
O (0.597, -1.998, -4.756)
N (-0.118, -1.713, -2.586)
C (-1.928, -3.650, -4.903)
C (-3.269, -3.341, -4.724)
C (-4.137, -3.336, -5.809)
C (-3.665, -3.634, -7.077)
C (-2.323, -3.949, -7.258)
C (-1.457, -3.960, -6.177)
C (-0.116, -4.914, -3.689)
C (-0.782, -6.110, -3.430)
C (-0.079, -7.298, -3.322)
C (1.301, -7.309, -3.485)
C (1.967, -6.126, -3.760)
C (1.262, -4.931, -3.861)
H (-2.061, -4.149, -1.941)
H (-3.643, -3.116, -3.731)
H (-5.184, -3.100, -5.660)
H (-4.342, -3.628, -7.922)
H (-1.953, -4.192, -8.247)
H (-0.412, -4.206, -6.317)
H (-1.864, -6.119, -3.329)
H (-0.610, -8.219, -3.115)
H (1.854, -8.236, -3.405)
H (3.041, -6.125, -3.903)
H (1.787, -4.014, -4.098)

Results
**Spin multiplicity**: 1
**DFT total energy**: -125947.569 eV
**F_max**: 1.207 eV/A
**Lowest unoccupied orbital energy**: -2.04 eV
**Net charge**: +1
**Molar mass**: 1086.4 g mol⁻¹
**HOMO-LUMO gap**: 7.82 eV
**Energy above the lowest of the compared OMol25 structures with the same formula, charge and spin**: 0.000 eV

=====

Entry 2:
ORCA calculation (ωB97M-V/def2-TZVPD) on an isolated molecule of C4H8N2O.

Element x y z (Å)
C (1.943, -0.706, 0.663)
C (0.958, -0.398, -0.428)
O (-0.105, -1.329, -0.665)
C (-0.442, -0.066, -0.101)
N (-0.900, -0.058, 1.246)
C (-1.176, 0.848, -1.028)
N (-2.094, 1.604, -0.590)
H (1.429, -0.802, 1.623)
H (2.662, 0.116, 0.742)
H (2.495, -1.628, 0.451)
H (1.385, -0.006, -1.356)
H (-1.047, -1.012, 1.555)
H (-0.844, 0.801, -2.073)
H (-2.489, 2.180, -1.333)
H (-1.776, 0.456, 1.293)

Results
**Spin multiplicity**: 1
**DFT total energy**: -9304.151 eV
**F_max**: 0.402 eV/A
**Lowest unoccupied orbital energy**: 0.96 eV
**Molar mass**: 100.1 g mol⁻¹
**SMILES string**: [H]/N=C/[C@@]1(N)O[C@@H]1C
**HOMO-LUMO gap**: 10.31 eV
**Energy above the lowest of the compared OMol25 structures with the same formula, charge and spin**: 2.243 eV

=====

Entry 3:
ORCA calculation (ωB97M-V/def2-TZVPD) on a 2-piece molecular cluster, C4H13N overall at a distorted geometry.

Element x y z (Å)
C (2.701, 1.138, 1.908)
C (2.158, 0.007, 2.807)
H (1.955, 1.924, 1.953)
H (3.634, 1.533, 2.307)
H (2.965, 0.778, 0.916)
H (1.715, 0.358, 3.732)
H (2.855, -0.810, 2.977)
H (1.375, -0.450, 2.193)
C (-1.405, 0.596, -1.658)
N (-2.400, -0.154, -2.386)
C (-2.274, -1.585, -2.104)
H (-0.418, 0.177, -1.828)
H (-1.596, 0.609, -0.582)
H (-1.387, 1.654, -1.930)
H (-3.345, 0.085, -2.111)
H (-2.080, -1.756, -1.037)
H (-3.082, -2.154, -2.552)
H (-1.370, -1.951, -2.605)

Results
**Spin multiplicity**: 1
**DFT total energy**: -5848.156 eV
**F_max**: 1.506 eV/A
**Lowest unoccupied orbital energy**: 0.96 eV
**Molar mass**: 75.2 g mol⁻¹
**SMILES string**: CNC.CC
**HOMO-LUMO gap**: 9.77 eV
**Energy above the lowest of the compared OMol25 structures with the same formula, charge and spin**: 0.476 eV

=====

Entry 4:
ORCA calculation (ωB97M-V/def2-TZVPD) on an isolated molecule of C2H4N4 at a distorted geometry.

Element x y z (Å)
C (-1.239, -0.401, -0.044)
C (1.269, 0.396, -0.030)
H (-1.648, 1.642, 0.232)
H (-2.215, -0.621, -0.195)
H (1.562, -1.639, 0.064)
H (2.298, 0.484, -0.400)
N (-0.931, 0.914, 0.215)
N (-0.408, -1.352, -0.093)
N (0.900, -0.816, 0.318)
N (0.413, 1.393, -0.066)

Results
**Spin multiplicity**: 1
**DFT total energy**: -8096.566 eV
**F_max**: 6.253 eV/A
**Lowest unoccupied orbital energy**: 0.98 eV
**Molar mass**: 84.1 g mol⁻¹
**SMILES string**: C1=NNC=NN1
**HOMO-LUMO gap**: 8.79 eV
**Energy above the lowest of the compared OMol25 structures with the same formula, charge and spin**: 2.748 eV

=====

Entry 5:
ORCA calculation (ωB97M-V/def2-TZVPD) on a 2-piece molecular cluster, C5H15N2O overall at a distorted geometry.

Element x y z (Å)
C (-1.345, 0.732, 2.563)
C (-1.212, -0.422, 1.623)
C (0.152, -0.243, 0.833)
C (0.304, 0.934, -0.152)
N (-0.763, 1.061, -1.172)
C (-0.681, 0.163, -2.161)
N (0.427, -0.472, -2.559)
H (-2.280, 0.615, 3.084)
H (-0.631, 0.537, 3.306)
H (-1.264, 1.819, 2.128)
H (-1.214, -1.436, 1.958)
H (-2.034, -0.488, 0.849)
H (0.416, -1.284, 0.356)
H (1.042, -0.141, 1.548)
H (0.306, 1.905, 0.385)
H (1.385, 0.846, -0.506)
H (-1.621, 1.341, -0.805)
H (-1.662, 0.125, -2.712)
H (1.169, -0.542, -1.894)
H (0.470, -1.071, -3.328)
H (3.226, -2.077, -1.029)
H (3.231, -0.553, -1.202)
O (2.576, -1.348, -1.113)

Results
**Spin multiplicity**: 2
**DFT total energy**: -10434.326 eV
**<S²>**: 0.762
**F_max**: 6.419 eV/A
**Lowest unoccupied orbital energy (alpha / beta)**: -8.78 / -14.65 eV
**Net charge**: +2
**Molar mass**: 119.2 g mol⁻¹
**HOMO-LUMO gap (alpha / beta)**: 10.70 / 4.54 eV
**Energy above the lowest of the compared OMol25 structures with the same formula, charge and spin**: 4.243 eV

=====

Entry 6:
ORCA calculation (ωB97M-V/def2-TZVPD) on an isolated molecule of C20H30N2O3.

Element x y z (Å)
C (1.703, 6.828, -1.290)
H (0.795, 7.358, -1.016)
H (1.914, 6.988, -2.345)
H (2.521, 7.255, -0.715)
C (1.624, 5.340, -0.968)
N (0.713, 4.568, -1.802)
C (0.753, 3.200, -1.716)
C (1.695, 2.532, -0.909)
C (1.763, 1.161, -0.870)
C (0.895, 0.371, -1.624)
C (-0.055, 1.015, -2.418)
C (-0.127, 2.386, -2.458)
H (-0.883, 2.825, -3.087)
H (-0.743, 0.425, -3.003)
C (1.001, -1.085, -1.544)
O (1.827, -1.677, -0.872)
O (0.080, -1.717, -2.290)
C (0.103, -3.140, -2.326)
H (1.140, -3.494, -2.326)
H (-0.402, -3.421, -3.251)
C (-0.656, -3.754, -1.134)
O (-1.714, -4.332, -1.273)
N (-0.021, -3.583, 0.033)
H (0.858, -3.076, 0.040)
C (-0.579, -3.964, 1.313)
C (0.325, -5.000, 1.987)
C (-0.250, -5.418, 3.336)
C (-0.425, -4.199, 4.236)
C (-1.324, -3.168, 3.562)
C (-0.754, -2.731, 2.211)
C (-1.656, -1.693, 1.549)
H (-1.219, -1.333, 0.620)
H (-2.628, -2.126, 1.322)
H (-1.802, -0.840, 2.209)
H (0.235, -2.284, 2.373)
H (-1.435, -2.294, 4.208)
H (-2.316, -3.597, 3.407)
H (-0.859, -4.500, 5.191)
H (0.552, -3.753, 4.437)
H (0.413, -6.143, 3.811)
H (-1.219, -5.898, 3.182)
H (0.425, -5.868, 1.333)
H (1.318, -4.566, 2.128)
H (-1.557, -4.408, 1.101)
H (2.492, 0.670, -0.242)
H (2.380, 3.083, -0.288)
C (-0.469, 5.224, -2.323)
C (-1.645, 5.175, -1.346)
H (-1.902, 4.145, -1.111)
H (-2.514, 5.662, -1.781)
H (-1.390, 5.685, -0.419)
H (-0.749, 4.758, -3.270)
H (-0.223, 6.259, -2.548)
H (2.626, 4.927, -1.118)
H (1.361, 5.223, 0.094)

Results
**Spin multiplicity**: 1
**DFT total energy**: -30351.213 eV
**F_max**: 0.670 eV/A
**Lowest unoccupied orbital energy**: 0.66 eV
**Molar mass**: 346.5 g mol⁻¹
**SMILES string**: CCN(CC)c1ccc(C(=O)OCC(=O)N[C@H]2CCCC[C@@H]2C)cc1
**HOMO-LUMO gap**: 8.66 eV
**Energy above the lowest of the compared OMol25 structures with the same formula, charge and spin**: 0.067 eV

=====

Entry 7:
ORCA calculation (ωB97M-V/def2-TZVPD) on C26H51Cl3O2P2PdSi2 as an isolated structure at a distorted geometry.

Element x y z (Å)
Pd (0.306, 0.087, 0.302)
C (0.698, 2.286, -0.999)
C (1.948, 1.840, -0.509)
C (2.234, 0.580, -1.200)
Si (2.759, 2.620, 0.976)
C (1.171, 0.353, -2.134)
C (0.228, 1.438, -2.031)
Si (-1.385, 1.757, -2.903)
H (0.266, 3.252, -0.780)
H (3.189, 0.073, -1.211)
H (1.154, -0.445, -2.873)
Cl (0.183, -1.999, 0.719)
C (-1.955, 3.510, -2.580)
C (-1.232, 1.409, -4.735)
C (2.182, 4.391, 1.123)
C (4.615, 2.533, 0.765)
H (-0.705, 2.224, -5.252)
H (-2.258, 1.350, -5.122)
H (-0.710, 0.480, -4.996)
H (-2.236, 3.718, -1.538)
H (-2.846, 3.627, -3.212)
H (-1.210, 4.268, -2.863)
H (4.976, 3.273, 0.034)
H (4.999, 1.558, 0.445)
H (5.031, 2.771, 1.752)
H (2.416, 5.004, 0.241)
H (2.735, 4.767, 1.992)
H (1.104, 4.493, 1.316)
C (-2.636, 0.562, -2.112)
C (2.204, 1.657, 2.531)
P (-1.835, -1.004, -1.545)
H (-3.558, 0.485, -2.720)
H (-2.956, 1.013, -1.159)
P (1.821, -0.073, 2.048)
H (1.223, 2.068, 2.826)
H (2.828, 1.888, 3.412)
C (1.146, -0.988, 3.536)
C (3.488, -0.827, 1.602)
C (-1.423, -1.830, -3.204)
C (-3.287, -1.980, -0.794)
C (-3.290, -1.895, 0.741)
H (-3.139, -3.033, -1.105)
C (-4.636, -1.497, -1.306)
H (-4.806, -0.477, -0.949)
H (-5.432, -2.130, -0.892)
H (-4.729, -1.531, -2.396)
H (-2.440, -2.452, 1.141)
H (-4.211, -2.353, 1.135)
H (-3.199, -0.850, 1.095)
H (-0.738, -1.114, -3.682)
C (-2.672, -2.021, -4.058)
C (-0.697, -3.166, -3.098)
H (-3.179, -1.081, -4.297)
H (-3.377, -2.699, -3.561)
H (-2.389, -2.490, -5.011)
H (0.312, -3.056, -2.689)
H (-0.603, -3.638, -4.086)
H (-1.294, -3.870, -2.509)
H (3.882, -0.214, 0.778)
C (3.445, -2.278, 1.115)
C (4.433, -0.713, 2.794)
H (4.557, 0.315, 3.147)
H (5.434, -1.078, 2.525)
H (4.085, -1.337, 3.626)
H (3.016, -2.363, 0.117)
H (2.906, -2.917, 1.827)
H (4.468, -2.673, 1.042)
C (-0.386, -1.041, 3.622)
C (1.619, -0.335, 4.815)
H (1.568, -2.008, 3.488)
H (1.131, 0.643, 4.854)
H (2.704, -0.234, 4.889)
H (1.263, -0.922, 5.670)
H (-0.882, -0.062, 3.520)
H (-0.697, -1.643, 4.484)
H (-0.809, -1.549, 2.738)
C (0.549, -4.054, -0.385)
H (0.860, -4.796, 0.342)
H (1.494, -3.681, -0.831)
H (-0.441, -4.096, -0.817)
Cl (-4.415, 2.204, 0.857)
C (-3.124, 2.190, 2.104)
Cl (-3.451, 1.053, 3.452)
C (-1.739, 1.946, 1.504)
O (-0.891, 2.869, 1.553)
O (-1.628, 0.755, 1.004)
H (-3.104, 3.183, 2.543)

Results
**Spin multiplicity**: 5
**DFT total energy**: -107262.406 eV
**<S²>**: 6.023
**F_max**: 4.960 eV/A
**Lowest unoccupied orbital energy (alpha / beta)**: 0.58 / -2.32 eV
**Molar mass**: 726.6 g mol⁻¹
**HOMO-LUMO gap (alpha / beta)**: 6.10 / 5.43 eV
**Energy above the lowest of the compared OMol25 structures with the same formula, charge and spin**: 0.526 eV

=====

Entry 8:
ORCA calculation (ωB97M-V/def2-TZVPD) on an isolated ion of composition C4H11NO and charge +1 at a distorted geometry.

Element x y z (Å)
C (-2.253, 0.333, 0.310)
C (-1.080, 0.672, -0.643)
N (-0.081, -0.341, -0.716)
C (0.686, -0.787, 0.396)
C (2.221, -0.352, 0.393)
O (2.420, 0.849, -0.281)
H (-3.049, -0.235, -0.132)
H (-2.640, 1.225, 0.775)
H (-1.899, -0.224, 1.177)
H (-0.657, 1.575, -0.191)
H (-1.444, 0.946, -1.625)
H (-0.222, -0.979, -1.497)
H (0.565, -1.851, 0.555)
H (0.211, -0.296, 1.248)
H (2.528, -0.234, 1.427)
H (2.750, -1.186, -0.075)
H (1.944, 0.886, -1.123)

Results
**Spin multiplicity**: 2
**DFT total energy**: -7854.834 eV
**<S²>**: 0.755
**F_max**: 1.651 eV/A
**Lowest unoccupied orbital energy (alpha / beta)**: -3.30 / -8.07 eV
**Net charge**: +1
**Molar mass**: 89.1 g mol⁻¹
**HOMO-LUMO gap (alpha / beta)**: 11.78 / 7.01 eV
**Energy above the lowest of the compared OMol25 structures with the same formula, charge and spin**: 1.508 eV